# 1
The following is a DFT calculation (ωB97M-V/def2-TZVPD) of a single C25H30N2O4 molecule.

Positions of all 61 atoms, in Å:
O  4.962  1.064  -1.615
C  4.167  0.571  -0.832
N  4.399  -0.617  -0.218
C  3.541  -1.149  0.825
C  2.133  -1.431  0.360
C  1.902  -2.048  -0.863
C  0.610  -2.292  -1.294
C  -0.469  -1.939  -0.500
C  -0.243  -1.353  0.733
C  1.048  -1.097  1.160
H  1.216  -0.625  2.117
H  -1.077  -1.090  1.368
H  -1.477  -2.116  -0.845
H  0.442  -2.758  -2.253
H  2.741  -2.320  -1.488
H  3.512  -0.465  1.681
H  3.994  -2.086  1.165
C  5.680  -1.251  -0.451
H  5.566  -2.338  -0.432
H  6.010  -0.941  -1.447
C  6.725  -0.809  0.584
O  6.770  0.585  0.729
H  6.698  0.990  -0.148
H  7.708  -1.205  0.284
H  6.482  -1.204  1.575
C  2.848  1.194  -0.509
C  2.671  1.944  0.647
C  1.423  2.436  0.968
C  0.329  2.177  0.144
C  0.526  1.498  -1.054
C  1.782  1.022  -1.378
H  1.927  0.489  -2.305
H  -0.289  1.321  -1.738
O  -0.885  2.617  0.588
C  -2.038  1.929  0.143
C  -3.028  1.863  1.316
H  -3.051  2.835  1.808
H  -2.676  1.129  2.042
C  -4.421  1.494  0.773
N  -4.289  0.791  -0.481
C  -4.137  -0.554  -0.616
O  -3.872  -1.058  -1.693
C  -4.364  -1.384  0.611
C  -4.386  -2.875  0.435
C  -5.660  -2.149  0.711
H  -6.366  -2.037  -0.098
H  -6.117  -2.242  1.685
H  -4.227  -3.242  -0.567
H  -3.952  -3.486  1.211
H  -3.941  -0.997  1.527
C  -3.833  1.657  -1.556
C  -2.736  2.605  -1.044
H  -3.156  3.554  -0.709
H  -2.023  2.823  -1.838
H  -3.455  1.003  -2.345
H  -4.681  2.225  -1.951
H  -4.989  0.898  1.487
H  -4.997  2.401  0.570
H  -1.754  0.908  -0.149
H  1.264  3.005  1.871
H  3.511  2.129  1.302

Forces on the atoms, in the same order (eV/Å):
0.2 0.3 -0.2
-0.2 -0.1 0.1
0.2 -0.3 -0.1
-0.2 0.0 0.2
-0.1 -0.2 0.1
0.0 -0.1 0.1
0.1 -0.1 -0.1
-0.1 0.0 0.0
-0.1 -0.1 0.0
0.2 -0.1 0.0
0.0 0.1 0.1
-0.1 0.0 0.1
-0.1 0.0 0.0
0.0 0.0 -0.1
0.1 0.0 -0.1
0.0 -0.2 0.0
0.0 0.1 0.0
0.4 0.2 0.0
0.0 0.0 0.0
0.0 -0.2 0.1
0.0 -0.4 -0.2
0.0 0.4 -0.1
0.0 0.0 0.1
-0.1 -0.1 0.1
0.0 -0.1 -0.1
0.0 0.4 -0.2
0.0 -0.1 -0.2
-0.3 0.1 0.0
0.3 0.0 0.1
-0.2 0.1 0.0
0.2 0.1 0.1
0.0 -0.1 -0.1
-0.1 0.0 0.0
0.2 0.1 0.1
-0.5 -0.1 -0.1
0.2 -0.1 -0.2
0.0 0.0 0.0
0.0 0.0 0.1
0.1 0.0 0.4
-0.1 0.1 -0.2
-0.2 0.0 0.2
0.1 -0.3 -0.2
0.2 -0.1 0.0
0.1 0.0 0.0
-0.2 -0.1 0.1
0.0 0.0 -0.1
0.0 0.0 0.1
0.0 0.1 -0.1
0.0 0.0 0.1
-0.1 0.0 0.1
0.0 0.0 -0.4
0.2 -0.2 0.2
0.0 0.1 0.0
0.0 0.0 0.0
-0.1 0.2 0.1
0.1 0.0 0.0
0.0 0.1 -0.1
0.0 -0.1 0.1
0.0 0.1 0.0
0.0 0.1 0.1
0.1 0.0 0.1

orbital gap = 9.0 eV
relative energy (zero: lowest compared OMol25 entry of this formula, charge and spin) = 1.381 eV
structure (SMILES) = O=C(c1ccc(OC2CCN(C(=O)C3CC3)CC2)cc1)N(CCO)Cc1ccccc1

# 2
The following is a DFT calculation (ωB97M-V/def2-TZVPD) of 2 unconnected molecules or ions with the total composition C5H11O3 in a non-equilibrium geometry.

Positions of all 19 atoms, in Å:
O  0.033  -2.430  -1.808
C  0.258  -2.727  -0.617
O  0.175  -3.787  0.026
C  0.729  -1.453  0.257
C  -0.480  -0.552  0.541
C  -0.929  0.269  -0.675
C  -1.204  1.760  -0.357
H  1.106  -1.799  1.228
H  1.557  -0.908  -0.214
H  -1.304  -1.206  0.823
H  -0.264  0.099  1.396
H  -0.267  0.167  -1.531
H  -1.892  -0.087  -1.038
H  -1.819  1.996  0.516
H  -1.846  2.171  -1.152
H  -0.287  2.343  -0.295
H  2.165  1.579  1.561
H  2.279  2.147  0.221
O  1.988  2.418  1.117

Forces on the atoms, in the same order (eV/Å):
-0.2 -0.5 -0.2
1.0 1.6 0.8
-0.2 -0.3 -0.3
-0.3 -0.8 0.4
0.4 -0.1 -0.6
-1.1 0.9 0.6
-0.3 0.2 -0.8
0.0 -0.2 -0.1
-0.2 0.1 -0.3
0.0 0.0 0.3
-0.1 0.1 -0.1
0.3 0.0 0.1
0.1 -0.5 0.0
0.3 -0.6 0.4
0.5 0.1 -0.2
0.0 0.1 0.1
-0.3 0.1 0.4
-0.4 0.6 0.4
0.7 -0.8 -0.9

orbital gap = 7.2 eV
relative energy (zero: lowest compared OMol25 entry of this formula, charge and spin) = 0.858 eV
net charge = -1

# 3
The following is a DFT calculation (ωB97M-V/def2-TZVPD) of 2 unconnected molecules or ions with the total composition C5H8O2.

Positions of all 15 atoms, in Å:
C  1.219  1.168  1.679
C  0.630  0.337  0.578
O  0.930  -1.007  0.527
C  -1.296  -1.600  -0.913
C  -1.373  -0.598  -1.782
C  -0.104  1.048  -0.263
O  -0.695  1.929  -0.772
H  1.129  0.629  2.626
H  2.276  1.390  1.487
H  0.680  2.116  1.762
H  1.885  -1.083  0.394
H  -0.510  -2.345  -0.962
H  -1.984  -1.681  -0.075
H  -0.652  -0.473  -2.588
H  -2.136  0.169  -1.699

Forces on the atoms, in the same order (eV/Å):
0.1 0.1 0.2
-0.1 0.4 -0.1
0.2 0.1 0.0
-0.1 0.0 -0.2
-0.2 -0.3 -0.1
-0.2 0.6 0.0
0.4 -0.6 0.3
0.0 0.1 0.0
0.0 0.0 0.1
0.2 -0.1 0.1
-0.1 -0.1 0.0
-0.2 0.1 -0.1
0.0 0.0 -0.2
-0.1 -0.1 0.1
0.0 -0.2 -0.1

orbital gap = 8.9 eV
relative energy (zero: lowest compared OMol25 entry of this formula, charge and spin) = 3.074 eV
structure (SMILES) = CC(O)=C=O.C=C